No. 1
CH3NO3S | ωB97M-V/def2-TZVPD

Positions of all 9 atoms, in Å:
C  -0.484  -0.725  -0.269
N  0.704  -0.973  0.376
O  -0.042  1.972  -1.327
O  -0.522  1.688  1.112
O  1.479  0.066  0.015
S  -0.163  1.148  -0.143
H  -0.380  -0.821  -1.288
H  -1.332  -1.127  0.098
H  0.741  -1.228  1.425

Output
- spin multiplicity = 3
- E_LUMO (alpha / beta) (eV) = 0.39 / -2.83
- net charge = 0
- HOMO (alpha / beta) (eV) = -5.702 / -11.221
- relative energy (zero: lowest compared OMol25 entry of this formula, charge and spin) (kJ/mol) = 359.5

No. 2
CH2BrNSi | ωB97M-V/def2-TZVPD

Positions of all 6 atoms, in Å:
C  0.293  1.598  -0.074
N  0.551  2.695  0.139
Si  -0.059  -0.838  0.010
Br  -2.096  -1.721  0.038
H  0.798  -0.549  1.185
H  0.513  -1.185  -1.299

Output
- E_LUMO (eV) = -0.83
- net charge = 0
- HOMO (eV) = -11.151
- relative energy (zero: lowest compared OMol25 entry of this formula, charge and spin) (kJ/mol) = 158.4

No. 3
C18H15N7O4Pb | ωB97M-V/def2-TZVPD

Positions of all 45 atoms, in Å:
Pb  0.572  -0.004  0.126
N  2.371  2.359  3.704
C  1.163  2.336  4.358
C  0.312  1.658  3.541
N  0.976  1.270  2.404
C  2.211  1.705  2.534
C  3.186  1.459  1.488
N  2.875  0.712  0.446
C  3.969  0.713  -0.388
C  4.952  1.462  0.174
N  4.440  1.931  1.364
H  3.215  2.773  4.065
H  1.025  2.797  5.319
H  -0.730  1.440  3.698
H  3.966  0.193  -1.330
H  5.947  1.705  -0.154
H  4.927  2.541  2.000
O  1.139  0.594  -1.996
N  1.089  1.843  -2.297
N  0.516  2.572  -1.442
O  0.021  2.100  -0.309
C  0.392  3.993  -1.680
C  -0.093  4.786  -0.655
C  -0.211  6.152  -0.874
C  0.151  6.700  -2.094
C  0.632  5.882  -3.108
C  0.756  4.517  -2.912
H  -0.380  4.345  0.287
H  -0.593  6.784  -0.085
H  0.054  7.764  -2.260
H  0.909  6.304  -4.064
H  1.123  3.875  -3.699
O  -3.829  -3.869  -0.579
C  -3.540  -2.842  -0.021
O  -3.322  -1.856  0.482
C  -2.830  -5.062  -0.547
C  -3.379  -6.260  -0.897
C  -2.446  -7.291  -0.835
C  -1.139  -7.017  -0.441
C  -0.775  -5.721  -0.121
N  -1.660  -4.707  -0.180
H  -4.411  -6.384  -1.189
H  -2.746  -8.299  -1.088
H  -0.404  -7.807  -0.385
H  0.230  -5.466  0.185

Output
- E_LUMO (eV) = -6.14
- net charge = +2
- HOMO (eV) = -13.138
- relative energy (zero: lowest compared OMol25 entry of this formula, charge and spin) (kJ/mol) = 0.0

No. 4
C26H34F5IO8S | ωB97M-V/def2-TZVPD

Positions of all 75 atoms, in Å:
C  -1.751  -7.842  2.703
C  -0.949  -7.936  1.813
C  0.004  -7.812  0.720
C  1.220  -8.341  0.855
C  2.214  -8.203  -0.270
O  3.328  -8.622  -0.133
C  1.746  -7.558  -1.590
I  3.204  -7.653  -3.148
C  0.542  -7.002  -1.744
S  -0.003  -6.200  -3.291
O  -0.057  -7.160  -4.355
O  -1.298  -5.603  -3.151
C  1.191  -4.813  -3.654
F  2.028  -4.607  -2.625
F  1.857  -5.095  -4.776
C  0.480  -3.435  -3.899
F  -0.299  -3.423  -4.949
F  1.477  -2.550  -4.089
F  -0.131  -3.041  -2.790
C  -0.425  -7.055  -0.545
O  -1.514  -6.566  -0.548
H  -2.588  -7.666  3.353
H  1.571  -8.869  1.744
C  -0.394  -0.225  -1.121
C  0.038  0.223  0.266
C  -1.300  0.521  0.925
O  -2.259  -0.363  0.331
C  -1.676  -0.980  -0.823
H  0.346  -0.835  -1.636
H  -0.611  0.648  -1.743
H  0.536  -0.601  0.785
H  0.712  1.079  0.263
H  -1.621  1.549  0.725
H  -1.278  0.367  2.005
H  -1.472  -2.028  -0.578
H  -2.385  -0.949  -1.651
C  -2.457  4.348  2.947
C  -3.457  3.797  3.946
C  -2.683  2.641  4.557
O  -1.296  3.002  4.517
C  -1.141  4.162  3.681
H  -2.643  5.385  2.667
H  -2.468  3.741  2.038
H  -3.672  4.549  4.710
H  -4.400  3.487  3.498
H  -2.809  1.724  3.972
H  -2.980  2.438  5.588
H  -0.924  5.016  4.328
H  -0.300  4.017  3.001
C  -0.223  -0.008  -7.120
C  0.768  0.186  -5.983
C  1.742  1.186  -6.585
O  0.991  1.989  -7.502
C  -0.291  1.389  -7.715
H  -1.195  -0.381  -6.799
H  0.185  -0.708  -7.854
H  0.262  0.628  -5.121
H  1.250  -0.734  -5.659
H  2.534  0.680  -7.148
H  2.206  1.826  -5.833
H  -1.040  2.002  -7.203
H  -0.519  1.383  -8.782
C  2.382  7.890  6.122
C  2.600  6.407  6.371
C  1.209  5.842  6.137
O  0.580  6.685  5.161
C  1.369  7.869  4.989
H  3.293  8.432  5.867
H  1.944  8.356  7.008
H  3.297  6.004  5.632
H  2.989  6.180  7.364
H  0.607  5.875  7.050
H  1.229  4.814  5.771
H  1.865  7.805  4.014
H  0.718  8.744  4.991

Output
- E_LUMO (eV) = -2.34
- net charge = 0
- HOMO (eV) = -9.225
- structure (SMILES) = C#CC1=CC(=O)C(I)=C(S(=O)(=O)C(F)(F)C(F)(F)F)C1=O.C1CCOC1.C1CCOC1.C1CCOC1.C1CCOC1

No. 5
C6H11N4O2S | ωB97M-V/def2-TZVPD

Positions of all 24 atoms, in Å:
N  2.275  0.862  -1.306
C  2.602  0.407  -0.121
S  3.992  0.936  0.608
N  1.684  -0.388  0.589
N  0.985  -1.414  -0.022
N  1.426  -2.706  0.136
O  -0.408  -1.224  0.468
C  -1.245  -0.414  -0.367
C  -2.602  -0.386  0.279
C  -2.997  0.832  0.813
C  -2.258  2.013  0.694
C  -1.050  2.002  0.015
O  -0.643  0.816  -0.636
H  1.371  0.765  -1.742
H  2.698  1.687  -1.561
H  2.128  -0.581  1.410
H  1.092  -1.158  -1.082
H  1.500  -3.110  1.068
H  0.810  -3.301  -0.446
H  -1.296  -0.997  -1.258
H  -3.104  -1.244  0.381
H  -3.988  0.841  1.046
H  -2.484  2.875  1.120
H  -0.488  2.887  -0.084

Output
- E_LUMO (eV) = -3.45
- net charge = +1
- HOMO (eV) = -12.197
- relative energy (zero: lowest compared OMol25 entry of this formula, charge and spin) (kJ/mol) = 507.4
- structure (SMILES) = NC(=S)N[N@@H+](N)O[C@H]1C=CC=CO1

No. 6
C45H38N3O4RuS | ωB97M-V/def2-TZVPD

Positions of all 92 atoms, in Å:
Ru  -0.126  0.527  -0.018
O  -1.574  1.203  -1.024
C  -1.369  2.381  -1.812
C  0.131  2.470  -2.183
C  0.636  1.179  -2.745
C  0.899  0.966  -4.085
C  1.315  -0.290  -4.489
C  1.483  -1.291  -3.547
C  1.217  -1.017  -2.218
C  1.383  -2.009  -1.111
C  0.076  -2.393  -0.407
O  -0.503  -1.250  0.283
C  -0.950  -2.893  -1.405
C  -2.134  -2.213  -1.654
C  -3.025  -2.692  -2.607
C  -2.740  -3.848  -3.316
C  -1.561  -4.538  -3.058
C  -0.674  -4.064  -2.106
C  0.317  -3.383  0.735
C  -0.679  -3.549  1.696
C  -0.519  -4.455  2.729
C  0.635  -5.224  2.814
C  1.624  -5.076  1.858
C  1.468  -4.157  0.826
N  0.785  0.193  -1.847
C  -1.811  3.547  -0.934
C  -0.983  4.602  -0.577
C  -1.441  5.603  0.277
C  -2.730  5.556  0.776
C  -3.569  4.508  0.411
C  -3.114  3.516  -0.436
C  -2.200  2.246  -3.077
C  -2.535  0.993  -3.573
C  -3.231  0.878  -4.769
C  -3.589  2.012  -5.481
C  -3.253  3.267  -4.989
C  -2.564  3.384  -3.792
H  0.290  3.286  -2.887
H  0.732  2.717  -1.295
H  0.762  1.772  -4.792
H  1.510  -0.488  -5.535
H  1.816  -2.280  -3.828
H  1.854  -2.908  -1.502
H  2.066  -1.567  -0.379
H  -2.375  -1.310  -1.108
H  -3.947  -2.156  -2.791
H  -3.435  -4.219  -4.057
H  -1.339  -5.451  -3.594
H  0.230  -4.624  -1.896
H  -1.589  -2.967  1.629
H  -1.304  -4.573  3.465
H  0.753  -5.941  3.615
H  2.521  -5.680  1.904
H  2.263  -4.070  0.098
H  0.026  4.678  -0.958
H  -0.782  6.419  0.543
H  -3.086  6.335  1.436
H  -4.585  4.475  0.784
H  -3.770  2.703  -0.724
H  -2.251  0.102  -3.027
H  -3.491  -0.104  -5.145
H  -4.132  1.923  -6.412
H  -3.536  4.158  -5.535
H  -2.320  4.367  -3.407
C  5.090  -1.801  5.874
C  4.513  -1.019  4.730
C  4.574  0.372  4.715
C  4.059  1.101  3.655
C  3.483  0.426  2.589
C  3.421  -0.963  2.574
C  3.926  -1.673  3.646
S  2.813  1.344  1.250
O  3.241  0.791  -0.001
O  2.952  2.737  1.545
N  1.206  0.934  1.332
C  0.349  1.251  2.398
C  0.557  1.670  3.696
C  -0.584  1.864  4.464
C  -1.853  1.654  3.939
C  -1.966  1.238  2.623
N  -0.878  1.046  1.893
H  5.067  -1.225  6.798
H  6.131  -2.059  5.672
H  4.544  -2.730  6.033
H  5.029  0.894  5.548
H  4.114  2.182  3.643
H  2.966  -1.489  1.747
H  3.857  -2.754  3.646
H  1.547  1.847  4.088
H  -0.478  2.194  5.489
H  -2.739  1.817  4.533
H  -2.916  1.069  2.133

Output
- E_LUMO (eV) = -4.22
- net charge = +1
- HOMO (eV) = -11.336
- relative energy (zero: lowest compared OMol25 entry of this formula, charge and spin) (kJ/mol) = 0.0

No. 7
C28H41N3O6 | ωB97M-V/def2-TZVPD

Positions of all 78 atoms, in Å:
C  -2.340  -3.450  1.851
C  -0.872  -3.243  2.213
C  0.039  -3.976  1.230
C  -0.503  -1.759  2.336
C  -0.702  -0.934  1.066
N  -0.050  0.355  1.224
C  0.504  1.010  0.191
O  0.594  0.517  -0.920
C  0.924  2.460  0.482
C  -0.348  3.260  0.242
C  -1.035  3.086  -0.958
C  -2.210  3.768  -1.211
C  -2.724  4.644  -0.270
C  -2.044  4.835  0.918
C  -0.868  4.149  1.174
C  1.515  2.632  1.887
C  2.647  1.616  2.106
N  3.252  1.257  0.843
C  3.247  -0.048  0.454
O  2.912  -0.947  1.195
O  3.713  -0.182  -0.791
C  3.799  -1.488  -1.407
C  4.815  -2.355  -0.664
C  4.280  -1.190  -2.828
C  2.423  -2.151  -1.440
C  3.391  2.368  -0.069
C  2.009  2.863  -0.538
C  -2.164  -0.568  0.823
O  -2.840  -0.105  1.748
N  -2.644  -0.637  -0.418
C  -1.985  -1.198  -1.589
C  -3.037  -1.090  -2.690
C  -3.823  0.157  -2.296
C  -3.891  0.041  -0.778
C  -5.127  -0.765  -0.309
O  -5.946  -1.192  -1.074
O  -5.210  -0.923  0.998
H  -2.542  -3.128  0.832
H  -2.600  -4.504  1.925
H  -2.988  -2.891  2.522
H  -0.708  -3.678  3.206
H  -0.164  -3.678  0.204
H  1.083  -3.765  1.452
H  -0.118  -5.050  1.304
H  -1.102  -1.306  3.130
H  0.553  -1.684  2.605
H  -0.243  -1.416  0.204
H  -0.253  0.836  2.086
H  -0.648  2.401  -1.697
H  -2.728  3.617  -2.147
H  -3.644  5.174  -0.464
H  -2.430  5.521  1.658
H  -0.362  4.329  2.109
H  0.766  2.513  2.671
H  1.909  3.648  1.961
H  3.413  2.041  2.766
H  2.278  0.692  2.557
H  4.906  -3.318  -1.160
H  4.490  -2.514  0.360
H  5.788  -1.869  -0.653
H  3.550  -0.570  -3.341
H  5.228  -0.657  -2.796
H  4.412  -2.116  -3.379
H  2.445  -3.019  -2.093
H  2.138  -2.462  -0.439
H  1.689  -1.438  -1.807
H  3.921  3.162  0.468
H  3.998  2.058  -0.918
H  1.762  2.406  -1.496
H  2.019  3.947  -0.662
H  -1.691  -2.234  -1.405
H  -1.093  -0.610  -1.831
H  -2.588  -1.013  -3.678
H  -3.699  -1.955  -2.668
H  -4.820  0.171  -2.730
H  -3.283  1.061  -2.582
H  -3.926  1.016  -0.272
H  -4.418  -0.534  1.468

Output
- E_LUMO (eV) = 0.57
- net charge = 0
- HOMO (eV) = -9.240
- relative energy (zero: lowest compared OMol25 entry of this formula, charge and spin) (kJ/mol) = 49.9
- structure (SMILES) = CC(C)C[C@H](NC(=O)C1(c2ccccc2)CCN(C(=O)OC(C)(C)C)CC1)C(=O)N1CCC[C@H]1C(=O)O

No. 8
C4H12N2O | ωB97M-V/def2-TZVPD

Positions of all 19 atoms, in Å:
C  -0.907  -1.902  -0.900
N  -0.612  -0.842  -0.004
C  -0.145  -1.227  1.223
C  0.373  -0.173  2.191
O  -0.121  -2.384  1.582
H  -1.771  -2.454  -0.492
H  -1.205  -1.510  -1.867
H  -0.031  -2.649  -1.048
H  -0.632  0.168  -0.229
H  0.282  0.779  1.727
H  1.426  -0.392  2.540
H  -0.303  -0.223  3.058
C  1.128  1.763  -1.060
N  -0.376  1.691  -1.005
H  1.436  1.070  -1.864
H  1.560  2.782  -1.333
H  1.451  1.407  -0.047
H  -0.841  2.435  -0.497
H  -0.714  1.662  -1.976

Output
- E_LUMO (eV) = 0.70
- net charge = 0
- HOMO (eV) = -8.969
- relative energy (zero: lowest compared OMol25 entry of this formula, charge and spin) (kJ/mol) = 99.2
- structure (SMILES) = CNC(C)=O.CN